Record 1
Formula: C5H10O2
Source: OMol25
Level of theory: ωB97M-V/def2-TZVPD

Properties
Charge: 0
ΔE to the lowest compared entry with this formula, charge and spin in kJ/mol: 509.3
2S+1: 1

Positions of all 17 atoms, in Å:
C 2.19 0.12 -0.22
O 1.09 -0.07 0.65
C -0.15 0.12 0.12
C -0.43 0.72 -1.06
C -1.15 -0.34 1.06
C -0.76 -1.74 -0.02
O -1.63 -2.21 -0.69
H 2.13 -0.54 -1.10
H 3.08 -0.13 0.36
H 2.26 1.16 -0.56
H 0.35 1.07 -1.72
H -1.21 2.15 0.43
H -1.43 0.67 -1.48
H -1.47 1.99 1.12
H -2.21 -0.21 0.85
H -0.88 -0.52 2.11
H 0.22 -2.25 0.15

Atomic partial charges in e from the Mulliken method, atoms 1 to 6: atom 1 (C): -0.835, atom 2 (O): -0.374, atom 3 (C): 0.945, atom 4 (C): -0.941, atom 5 (C): -1.043, atom 6 (C): 0.144



Record 2
Formula: C5H10O2
Source: OMol25
Level of theory: ωB97M-V/def2-TZVPD

Properties
Charge: 0
ΔE to the lowest compared entry with this formula, charge and spin in kJ/mol: 523.4
2S+1: 1

Positions of all 17 atoms, in Å:
C -1.93 -0.68 -0.66
C -0.92 -0.58 0.45
O 0.78 -0.97 -1.18
C 1.51 -0.01 -0.79
C 1.66 0.18 0.65
C -0.42 0.58 0.98
O -0.60 1.82 0.41
H -1.68 -1.51 -1.32
H -1.99 0.22 -1.27
H -2.92 -0.86 -0.23
H -0.74 -1.48 1.03
H 1.61 0.92 -1.37
H 2.67 -0.27 -0.47
H 1.71 -0.73 1.24
H 2.17 1.06 1.04
H -0.15 0.67 2.03
H -0.78 1.69 -0.53

Atomic partial charges in e from the Mulliken method, atoms 1 to 6: atom 1 (C): -1.084, atom 2 (C): -0.066, atom 3 (O): -0.601, atom 4 (C): 0.009, atom 5 (C): -0.756, atom 6 (C): -0.370



Record 3
Formula: C5H10O2
Source: OMol25
Level of theory: ωB97M-V/def2-TZVPD

Properties
Charge: 0
ΔE to the lowest compared entry with this formula, charge and spin in kJ/mol: 307.6
Structure (SMILES): C=C/C=C/CO.O
2S+1: 1

Positions of all 17 atoms, in Å:
C -2.43 1.88 -0.57
C -1.18 1.50 -0.81
C -0.78 0.08 -0.68
C 0.44 -0.40 -0.92
C 0.62 -1.87 -0.56
O 0.09 -2.18 0.74
H -3.13 1.15 -0.17
H -2.59 3.00 -0.53
H -0.47 2.31 -0.98
H -1.53 -0.57 -0.27
H 1.39 0.12 -0.90
H 1.64 -2.20 -0.71
H -0.06 -2.49 -1.18
H 0.79 -2.23 1.43
O 2.45 0.71 2.44
H 2.63 -0.10 1.95
H 2.13 1.27 1.71

Atomic partial charges in e from the Mulliken method, atoms 1 to 6: atom 1 (C): -0.726, atom 2 (C): -0.142, atom 3 (C): -0.099, atom 4 (C): -0.263, atom 5 (C): -0.614, atom 6 (O): -0.509



Record 4
Formula: C5H10O2P
Source: OMol25
Level of theory: ωB97M-V/def2-TZVPD

Properties
Charge: -1
ΔE to the lowest compared entry with this formula, charge and spin in kJ/mol: 151.5
Structure (SMILES): CC1=[P@]([O-])(O)CCC1
2S+1: 1

Positions of all 18 atoms, in Å:
C -0.08 1.73 -1.50
C 0.06 1.08 -0.17
P 1.58 0.17 0.23
O 2.90 0.88 0.46
O 2.05 -1.28 -0.65
C 0.86 -0.83 1.51
C -0.57 -1.08 1.06
C -0.97 -0.08 -0.06
H -0.80 2.54 -1.49
H -0.27 1.01 -2.32
H 0.77 2.28 -1.92
H 2.94 -1.42 -0.65
H 0.69 -0.41 2.43
H 1.40 -1.83 1.53
H -1.25 -1.03 1.85
H -0.74 -2.11 0.70
H -2.05 0.17 0.24
H -1.04 -0.57 -1.08

Atomic partial charges in e from the Mulliken method, atoms 1 to 6: atom 1 (C): -1.168, atom 2 (C): -0.045, atom 3 (P): 0.620, atom 4 (O): -0.848, atom 5 (O): -0.642, atom 6 (C): -0.592



Record 5
Formula: C5H10O2Ru
Source: OMol25
Level of theory: ωB97M-V/def2-TZVPD

Properties
Charge: +2
Electronic energy in Eh: -440.9458
2S+1: 7

Positions of all 18 atoms, in Å:
C 0.67 2.51 1.45
O 0.04 1.51 0.68
C -0.95 0.67 1.38
C -1.52 -0.28 0.36
H 1.36 3.05 0.80
H -0.09 3.20 1.85
H 1.22 2.05 2.29
H -1.70 1.37 1.79
H -2.58 -0.09 0.15
H -1.39 -1.33 0.66
C 0.52 -2.75 -1.79
C 1.32 -1.73 -2.37
O 1.07 -0.51 -2.23
Ru -0.10 0.45 -1.01
H 0.70 -3.80 -2.05
H -0.27 -2.50 -1.08
H 2.09 -2.02 -3.09
H -0.40 0.18 2.22

Atomic partial charges in e from the Mulliken method, atoms 1 to 6: atom 1 (C): -0.642, atom 2 (O): -0.377, atom 3 (C): 0.057, atom 4 (C): -1.061, atom 5 (H): 0.326, atom 6 (H): 0.281



Record 6
Formula: C5H10O3
Source: OMol25
Level of theory: ωB97M-V/def2-TZVPD

Properties
Charge: -1
ΔE to the lowest compared entry with this formula, charge and spin in kJ/mol: 241.7
2S+1: 2

Positions of all 18 atoms, in Å:
C -3.01 0.85 -0.82
O -3.17 1.27 0.39
H -2.22 1.29 -1.44
H -3.88 0.39 -1.31
C -1.97 2.28 1.19
C -2.30 2.64 2.61
O -2.70 3.97 2.81
C -4.02 4.28 2.38
C -4.42 5.67 2.87
O -3.69 6.70 2.36
H -1.84 3.15 0.53
H -1.07 1.65 1.12
H -3.07 1.94 3.00
H -1.40 2.49 3.22
H -4.72 3.52 2.78
H -4.07 4.24 1.28
H -5.52 5.73 2.61
H -4.41 5.61 3.99

Atomic partial charges in e from the Mulliken method, atoms 1 to 6: atom 1 (C): -0.545, atom 2 (O): -0.353, atom 3 (H): 0.252, atom 4 (H): 0.272, atom 5 (C): -0.474, atom 6 (C): -0.437



Record 7
Formula: C5H10O3
Source: OMol25
Level of theory: ωB97M-V/def2-TZVPD

Properties
Charge: 0
ΔE to the lowest compared entry with this formula, charge and spin in kJ/mol: 30.2
Structure (SMILES): CCC(=O)O.CC=O
2S+1: 1

Positions of all 18 atoms, in Å:
C 1.44 -0.56 -1.14
C 1.80 0.74 -0.44
C 1.01 0.95 0.82
O 0.43 0.10 1.44
O 1.03 2.23 1.21
H 0.42 -0.52 -1.50
H 2.10 -0.73 -1.98
H 1.53 -1.40 -0.45
H 2.86 0.74 -0.15
H 1.64 1.60 -1.09
H 0.52 2.34 2.03
C -2.08 -1.42 0.32
C -2.18 0.03 -0.04
O -1.78 0.53 -1.06
H -3.00 -1.76 0.77
H -1.82 -2.02 -0.55
H -1.28 -1.50 1.06
H -2.65 0.65 0.74

Atomic partial charges in e from the Mulliken method, atoms 1 to 6: atom 1 (C): -0.986, atom 2 (C): -0.277, atom 3 (C): 0.511, atom 4 (O): -0.560, atom 5 (O): -0.475, atom 6 (H): 0.186



Record 8
Formula: C5H10O3
Source: OMol25
Level of theory: ωB97M-V/def2-TZVPD

Properties
Charge: 0
ΔE to the lowest compared entry with this formula, charge and spin in kJ/mol: 132.7
Structure (SMILES): COC(C)=O.C=CO
2S+1: 1

Positions of all 18 atoms, in Å:
C -1.85 -1.70 -0.18
O -1.74 -0.37 0.31
C -0.70 -0.12 1.11
C -0.58 1.34 1.42
O 0.13 -0.95 1.40
H -2.73 -1.71 -0.83
H -0.95 -1.97 -0.74
H -1.98 -2.40 0.65
H 0.39 1.68 0.92
H -0.48 1.48 2.50
H -1.43 1.89 1.04
C 1.98 1.18 -0.75
C 1.81 -0.14 -0.89
O 0.98 -0.72 -1.79
H 2.75 1.55 -0.11
H 1.56 1.87 -1.47
H 2.28 -0.88 -0.26
H 0.56 -0.05 -2.33

Atomic partial charges in e from the Mulliken method, atoms 1 to 6: atom 1 (C): -0.582, atom 2 (O): -0.341, atom 3 (C): 0.788, atom 4 (C): -0.668, atom 5 (O): -0.575, atom 6 (H): 0.233



Record 9
Formula: C5H10O3
Source: OMol25
Level of theory: ωB97M-V/def2-TZVPD

Properties
Charge: 0
ΔE to the lowest compared entry with this formula, charge and spin in kJ/mol: 159.8
Structure (SMILES): CC(C)C(O)=C(O)O
2S+1: 1

Positions of all 18 atoms, in Å:
C 0.75 -0.90 1.66
C 0.61 -0.48 0.21
C 1.94 -0.04 -0.39
C -0.46 0.54 0.04
O -0.27 1.75 0.66
C -1.44 0.31 -0.85
O -2.21 1.38 -1.29
O -2.02 -0.92 -1.09
H 1.47 -1.71 1.76
H 1.10 -0.06 2.26
H -0.20 -1.22 2.08
H 0.15 -1.24 -0.55
H 2.30 0.83 0.14
H 2.68 -0.84 -0.30
H 1.84 0.20 -1.44
H -1.00 2.33 0.40
H -3.14 1.13 -1.25
H -2.10 -1.06 -2.04

Atomic partial charges in e from the Mulliken method, atoms 1 to 6: atom 1 (C): -1.461, atom 2 (C): 0.749, atom 3 (C): -1.462, atom 4 (C): 0.023, atom 5 (O): -0.586, atom 6 (C): 0.483



Record 10
Formula: C5H10O3S
Source: OMol25
Level of theory: ωB97M-V/def2-TZVPD

Properties
Charge: 0
ΔE to the lowest compared entry with this formula, charge and spin in kJ/mol: 459.2
2S+1: 1

Positions of all 19 atoms, in Å:
C -3.26 -0.21 -0.72
C 2.58 -0.67 -0.33
C 2.87 0.81 -0.48
C 1.07 -0.81 -0.76
C -3.13 1.33 -0.86
O -0.19 0.26 1.26
O 1.66 1.53 -0.15
O -2.56 -0.71 0.18
S 0.25 0.67 -0.08
H 3.27 -1.15 -0.99
H 2.94 -0.86 0.70
H 3.59 1.04 0.32
H 3.30 1.16 -1.41
H 0.87 -0.94 -1.76
H 0.75 -1.70 -0.32
H -2.84 1.79 0.08
H -2.36 1.54 -1.73
H -4.23 1.68 -1.15
H -1.89 -0.36 0.75

Atomic partial charges in e from the Mulliken method, atoms 1 to 6: atom 1 (C): -0.262, atom 2 (C): -0.576, atom 3 (C): -0.374, atom 4 (C): -0.744, atom 5 (C): -0.546, atom 6 (O): -0.683